No. 1
The following is a quantum chemistry calculation of a structure of composition C31H35GaIO2 in a non-equilibrium geometry, from OMol25.

Kohn-Sham gap	8.0	eV
energy	-97284.961	eV
HOMO level	-0.19872	hartree
2S+1	1
total charge	-1

```
70
Properties=species:S:1:pos:R:3:mulliken_charge:R:1
O -1.91 2.10 1.91 -0.37
O -1.87 3.10 1.07 -0.24
C -1.53 2.66 -0.29 -0.46
Ga -0.15 1.13 -0.41 0.25
I -0.87 -0.51 -2.37 -0.45
H -2.88 2.02 2.22 0.26
H -2.52 2.40 -0.88 0.24
H -1.03 3.60 -0.83 0.20
H 1.28 1.76 -0.86 -0.25
H -0.04 0.21 0.90 -0.25
C 2.74 -3.68 -0.23 -0.18
C 3.49 -4.39 0.71 -0.59
C 3.28 -4.19 2.07 -0.33
C 2.31 -3.27 2.50 -0.39
C 1.57 -2.56 1.56 -0.51
C 1.78 -2.76 0.20 0.21
H 2.91 -3.84 -1.29 0.26
H 4.24 -5.11 0.38 0.35
H 3.86 -4.74 2.80 0.34
H 2.15 -3.11 3.56 0.36
H 0.81 -1.85 1.89 0.36
H 1.20 -2.21 -0.53 0.12
C 1.37 -5.85 -3.35 -0.45
C 0.85 -4.55 -3.31 0.03
C -0.52 -4.35 -3.17 -0.38
C -1.37 -5.45 -3.06 -0.50
C -0.86 -6.74 -3.09 -0.36
C 0.52 -6.94 -3.24 -0.36
H 2.44 -6.00 -3.46 0.35
H 1.52 -3.70 -3.40 0.45
H -0.92 -3.34 -3.15 0.09
H -2.44 -5.29 -2.94 0.37
H -1.52 -7.60 -3.00 0.34
H 0.92 -7.95 -3.27 0.34
C -3.88 6.02 -0.40 -0.53
C -3.20 5.85 0.80 -0.21
C -3.07 6.91 1.69 -0.56
C -3.64 8.15 1.38 -0.31
C -4.33 8.32 0.17 -0.42
C -4.44 7.25 -0.72 -0.36
H -3.97 5.19 -1.10 0.38
H -2.76 4.88 1.05 0.70
H -2.54 6.78 2.62 0.38
H -3.55 8.98 2.07 0.35
H -4.77 9.28 -0.07 0.34
H -4.97 7.39 -1.66 0.35
C 2.91 -0.83 -4.30 -0.18
C 3.82 -1.37 -3.39 -0.24
C 5.15 -1.58 -3.77 -0.45
C 5.56 -1.25 -5.06 -0.36
C 4.66 -0.71 -5.97 -0.31
C 3.33 -0.51 -5.59 -0.51
H 1.88 -0.67 -4.01 0.17
H 3.50 -1.62 -2.38 0.44
H 5.85 -2.01 -3.06 0.38
H 6.60 -1.42 -5.35 0.34
H 4.98 -0.45 -6.97 0.34
H 2.62 -0.09 -6.30 0.37
C -3.37 1.76 6.60 -0.42
C -2.46 1.22 7.52 -0.42
C -1.14 1.00 7.14 -0.24
C -0.72 1.33 5.85 -0.64
C -1.63 1.88 4.94 -0.08
C -2.96 2.08 5.31 -0.49
H -4.41 1.92 6.90 0.34
H -2.79 0.97 8.52 0.33
H -0.43 0.58 7.84 0.35
H 0.31 1.17 5.55 0.38
H -1.30 2.14 3.93 0.64
H -3.66 2.50 4.60 0.32
```


No. 2
The following is a quantum chemistry calculation of a cluster of 3 separate species, C37H29BO9S in total in a non-equilibrium geometry, from OMol25.

SMILES	CCOB(O)C1=C(CCCS)C(=O)OC1=O.O=C1c2ccccc2C(=O)c2ccccc21.O=C1c2ccccc2C(=O)c2ccccc21
Kohn-Sham gap	7.4	eV
energy	-68774.636	eV
HOMO level	-0.34505	hartree
2S+1	1

```
77
Properties=species:S:1:pos:R:3:mulliken_charge:R:1
C 1.51 -5.11 -1.50 -0.67
C 0.25 -4.99 -2.58 -0.19
O -0.18 -3.57 -2.66 -0.47
B -1.67 -3.52 -2.72 0.79
O -2.31 -3.78 -4.04 -0.56
C -2.47 -3.20 -1.32 0.42
C -3.90 -2.95 -1.00 0.07
C -5.09 -2.97 -2.13 -0.71
C -5.29 -4.51 -2.72 -0.24
C -6.15 -5.48 -1.67 -0.44
S -5.50 -7.27 -1.87 -0.22
C -4.12 -2.63 0.62 0.16
O -5.26 -2.59 1.34 -0.53
O -2.74 -2.33 1.10 -0.21
C -1.82 -3.07 0.20 0.36
O -0.62 -3.60 0.41 -0.47
H 2.31 -5.82 -2.01 0.31
H 1.99 -4.05 -1.29 0.08
H 1.07 -5.55 -0.50 0.21
H 0.59 -5.29 -3.67 0.27
H -0.68 -5.59 -2.20 0.16
H -1.93 -4.63 -4.46 0.30
H -4.91 -2.18 -2.99 0.31
H -6.12 -2.67 -1.62 0.30
H -5.77 -4.48 -3.80 0.31
H -4.25 -5.08 -2.86 -0.02
H -5.99 -5.17 -0.55 0.24
H -7.27 -5.51 -2.02 0.35
H -4.13 -7.26 -2.18 0.11
O 3.23 -0.31 -0.91 -0.72
C 3.55 -0.18 0.27 0.69
C 4.95 0.14 0.63 0.18
C 5.90 0.31 -0.38 -0.49
C 7.21 0.65 -0.05 -0.50
C 7.57 0.83 1.29 -0.48
C 6.63 0.64 2.29 -0.54
C 5.31 0.29 1.97 0.24
C 4.32 0.07 3.04 0.72
O 4.66 0.15 4.22 -0.69
C 2.92 -0.23 2.68 0.15
C 1.97 -0.40 3.69 -0.52
C 0.64 -0.65 3.36 -0.78
C 0.25 -0.73 2.02 -0.38
C 1.21 -0.57 1.01 -0.70
C 2.55 -0.33 1.34 0.12
H 5.63 0.18 -1.43 0.47
H 7.95 0.79 -0.84 0.40
H 8.59 1.11 1.54 0.40
H 6.92 0.77 3.34 0.46
H 2.26 -0.33 4.74 0.44
H -0.10 -0.78 4.14 0.45
H -0.79 -0.92 1.76 0.47
H 0.90 -0.64 -0.03 0.64
O -1.46 7.11 2.11 -0.68
C -1.06 6.23 1.36 0.67
C -1.47 6.22 -0.06 0.09
C -2.31 7.24 -0.55 -0.55
C -2.67 7.26 -1.90 -0.45
C -2.20 6.27 -2.76 -0.49
C -1.38 5.25 -2.28 -0.47
C -1.02 5.22 -0.92 0.23
C -0.17 4.13 -0.41 0.47
O 0.19 3.22 -1.16 -0.70
C 0.26 4.15 1.00 -0.13
C 1.10 3.14 1.48 -0.44
C 1.54 3.17 2.81 0.02
C 1.14 4.20 3.65 -0.90
C 0.29 5.21 3.18 -0.59
C -0.15 5.18 1.85 0.28
H -2.68 8.01 0.12 0.45
H -3.32 8.05 -2.27 0.39
H -2.47 6.29 -3.81 0.39
H -1.02 4.48 -2.96 0.46
H 1.42 2.33 0.83 0.63
H 2.19 2.38 3.18 0.44
H 1.49 4.23 4.68 0.41
H -0.02 6.01 3.84 0.46
```


No. 3
The following is a quantum chemistry calculation of the ion C5H8NO with charge +1 in a non-equilibrium geometry, from OMol25.

Kohn-Sham gap	8.4	eV
energy	-8839.865	eV
HOMO level	-0.56711	hartree
2S+1	1
total charge	+1
relative energy (zero: lowest compared OMol25 entry of this formula, charge and spin)	4.8953	eV

```
15
Properties=species:S:1:pos:R:3:mulliken_charge:R:1
C -1.65 -0.30 -1.70 -0.49
C -0.90 -0.36 -0.55 0.09
C 1.88 -0.51 1.84 -1.27
C -0.05 -0.39 0.36 0.06
C 1.41 -0.03 0.51 0.10
N -2.38 0.72 -2.22 -0.06
O -2.43 1.88 -1.71 -0.20
H -1.81 -1.16 -2.29 0.33
H 1.31 -1.45 2.02 0.38
H 1.77 0.18 2.68 0.31
H 2.94 -0.71 1.84 0.34
H -3.15 2.36 -2.18 0.43
H -0.29 -0.76 1.38 0.34
H 1.46 1.07 0.41 0.31
H 1.89 -0.54 -0.39 0.33
```


No. 4
The following is a quantum chemistry calculation of a cluster of 4 separate species, C14H24Cl6FNO4 in total in a non-equilibrium geometry, from OMol25.

SMILES	C#C[C@@H](OC)[C@H](COO)NCC(=O)F.ClCCCl.ClCCCl.ClCCCl
Kohn-Sham gap	9.4	eV
energy	-102427.705	eV
HOMO level	-0.33995	hartree
2S+1	1

```
50
Properties=species:S:1:pos:R:3:mulliken_charge:R:1
C -0.06 -5.87 2.65 -0.50
C -0.39 -4.70 3.41 -0.26
C -0.97 -3.31 4.04 0.37
O -0.10 -2.93 5.21 -0.41
C 1.17 -2.36 4.76 -0.47
C -1.28 -2.10 3.01 -0.18
C -2.92 -2.21 2.65 -0.80
O -3.28 -1.32 1.52 -0.14
O -3.38 -2.13 0.48 -0.43
N -0.57 -2.05 1.71 -0.02
C 0.49 -1.00 1.58 -0.06
C -0.08 0.56 1.67 0.54
O 0.39 1.29 2.71 -0.52
F -1.07 1.09 0.69 -0.24
H -0.04 -6.96 2.17 0.34
H -2.01 -3.60 4.55 0.30
H 0.99 -1.23 4.42 0.14
H 1.70 -2.92 3.88 0.22
H 1.95 -2.28 5.66 0.28
H -1.19 -1.08 3.63 0.33
H -3.59 -2.08 3.60 0.30
H -3.07 -3.33 2.28 0.36
H -2.55 -1.98 -0.09 0.33
H -0.35 -2.96 1.26 0.31
H 0.92 -1.09 0.47 -0.12
H 1.42 -1.11 2.28 0.27
Cl -4.78 2.84 -2.53 -0.19
C -3.68 4.00 -1.74 -0.41
C -3.37 3.62 -0.30 -0.21
Cl -4.79 3.78 0.76 -0.19
H -4.14 5.00 -1.80 0.32
H -2.76 4.02 -2.33 0.28
H -2.60 4.27 0.10 0.31
H -3.01 2.58 -0.23 0.10
Cl 0.86 0.93 -2.36 -0.17
C 2.62 0.70 -2.44 0.12
C 3.02 -0.74 -2.17 -0.50
Cl 2.73 -1.22 -0.48 -0.17
H 3.08 1.39 -1.73 0.35
H 2.93 1.00 -3.45 -0.29
H 4.10 -0.86 -2.36 0.33
H 2.48 -1.44 -2.82 0.35
Cl 1.34 2.87 -6.46 -0.17
C 2.44 3.73 -5.36 -0.43
C 3.90 3.44 -5.66 -0.42
Cl 4.35 1.76 -5.28 -0.19
H 2.18 3.45 -4.33 0.24
H 2.24 4.80 -5.48 0.35
H 4.55 4.09 -5.05 0.29
H 4.14 3.63 -6.72 0.35
```


No. 5
The following is a quantum chemistry calculation of a structure of composition C12H28FeN2O6 in a non-equilibrium geometry, from OMol25.

Kohn-Sham gap (spin up / spin down)	8.9 / 7.9	eV
energy	-62552.757	eV
HOMO level (spin up / spin down)	-0.30459 / -0.26656	hartree
2S+1	5
relative energy (zero: lowest compared OMol25 entry of this formula, charge and spin)	0.5214	eV

```
49
Properties=species:S:1:pos:R:3:mulliken_charge:R:1
Fe 0.49 0.62 0.17 0.98
C 4.50 -0.10 0.38 -1.26
C 3.03 0.23 0.23 0.99
O 2.28 -0.57 -0.40 -0.74
O 2.51 1.25 0.76 -0.71
H 4.86 -0.55 -0.55 0.33
H 4.64 -0.76 1.23 0.29
H 5.12 0.79 0.47 0.34
C -2.35 2.96 2.15 -1.26
C -1.38 2.05 1.43 1.04
O -1.77 1.15 0.64 -0.68
O -0.14 2.13 1.66 -0.73
H -1.94 3.34 3.08 0.33
H -3.27 2.39 2.32 0.31
H -2.60 3.82 1.53 0.29
C 0.11 0.02 -4.14 -1.62
C 0.51 0.55 -2.76 0.44
C 0.41 2.05 -2.64 -0.74
O 0.74 2.42 -1.29 -0.06
C 1.18 3.76 -1.16 -1.01
N -0.29 -0.11 -1.69 -0.34
H -0.91 0.36 -4.37 0.35
H 0.10 -1.07 -4.16 0.43
H 0.78 0.39 -4.91 0.41
H 1.55 0.26 -2.59 0.07
H -0.61 2.43 -2.79 0.34
H 1.13 2.50 -3.33 0.43
H 0.54 4.46 -1.71 0.36
H 2.20 3.79 -1.56 0.33
H 1.19 4.05 -0.12 0.23
H -1.27 0.20 -1.81 0.29
H -0.41 -1.08 -1.96 0.28
C 0.86 -3.22 1.18 -1.67
C -0.37 -2.32 1.07 0.74
C -1.55 -2.89 1.82 -0.98
O -2.66 -2.04 1.74 -0.21
C -3.89 -2.67 2.06 -0.80
N -0.02 -0.93 1.48 -0.06
H 1.13 -3.37 2.23 0.42
H 1.65 -2.82 0.56 0.34
H 0.69 -4.21 0.75 0.42
H -0.63 -2.29 0.01 -0.15
H -1.27 -3.02 2.88 0.28
H -1.81 -3.88 1.42 0.50
H -3.81 -3.07 3.08 0.32
H -4.09 -3.43 1.29 0.30
H -4.68 -1.93 2.11 0.23
H -0.93 -0.56 1.80 0.31
H 0.43 -1.09 2.39 0.27
```


No. 6
The following is a quantum chemistry calculation of a cluster of 2 separate species, CHF2N in total in a non-equilibrium geometry, from OMol25.

Kohn-Sham gap (spin up / spin down)	9.7 / 8.6	eV
energy	-7970.064	eV
HOMO level (spin up / spin down)	-0.35223 / -0.35556	hartree
2S+1	3
relative energy (zero: lowest compared OMol25 entry of this formula, charge and spin)	1.0969	eV

```
5
Properties=species:S:1:pos:R:3:mulliken_charge:R:1
C 0.38 0.67 0.45 -0.01
N 2.61 0.79 0.01 -0.01
F -0.14 1.76 -0.10 -0.13
F 2.89 -0.49 -0.02 -0.07
H 0.05 -0.20 0.04 0.22
```


No. 7
The following is a quantum chemistry calculation of a cluster of 5 separate species, C33H71ClN5 in total in a non-equilibrium geometry, from OMol25.

Kohn-Sham gap (spin up / spin down)	9.7 / 4.4	eV
energy	-55305.644	eV
HOMO level (spin up / spin down)	-0.70256 / -0.70256	hartree
2S+1	2
total charge	+4
relative energy (zero: lowest compared OMol25 entry of this formula, charge and spin)	0.0000	eV

```
110
Properties=species:S:1:pos:R:3:mulliken_charge:R:1
C 2.77 -3.93 5.00 -1.29
C 2.42 -2.56 4.35 -0.41
C 0.90 -2.40 4.41 -0.49
C 0.42 -1.11 3.69 -0.42
N -1.09 -1.03 3.52 0.51
C -1.97 -1.28 4.81 -0.46
C -3.26 -0.51 4.56 -0.96
C -2.99 0.66 3.62 -0.61
C -1.53 0.40 3.08 -0.33
C -1.71 -2.14 2.53 -0.91
H 3.80 -4.26 5.08 0.40
H 2.32 -4.71 4.38 0.34
H 2.25 -3.95 5.96 0.34
H 2.71 -2.54 3.30 0.24
H 2.88 -1.72 4.88 0.36
H 0.74 -2.42 5.48 0.40
H 0.50 -3.24 3.84 0.28
H 0.84 -1.14 2.68 -0.21
H 0.83 -0.23 4.18 0.48
H -2.13 -2.34 4.99 0.39
H -1.37 -0.78 5.57 0.51
H -4.00 -1.21 4.17 0.34
H -3.73 -0.22 5.50 0.45
H -3.62 0.94 2.78 0.20
H -3.01 1.55 4.24 0.45
H -1.43 0.50 2.00 0.18
H -0.89 1.14 3.56 0.39
H -2.76 -1.85 2.46 0.45
H -1.47 -3.11 2.97 0.42
H -1.33 -1.99 1.52 0.01
C -2.38 -5.16 -1.95 -1.65
C -1.71 -3.80 -1.86 0.21
C -0.71 -3.58 -3.05 -0.52
C -0.94 -2.11 -3.62 0.09
N 0.02 -1.79 -4.82 0.16
C 1.50 -2.00 -4.48 -1.03
C 2.02 -0.85 -3.66 -0.21
C 1.04 0.29 -4.00 -0.16
C 0.01 -0.23 -5.11 -0.62
C -0.36 -2.65 -5.97 -0.96
H -3.00 -5.30 -1.06 0.45
H -1.63 -5.95 -2.01 0.39
H -3.15 -5.29 -2.72 0.37
H -1.17 -3.76 -0.91 0.10
H -2.43 -3.00 -1.70 -0.12
H -0.78 -4.35 -3.82 0.44
H 0.30 -3.58 -2.65 0.30
H -0.65 -1.31 -2.94 -0.49
H -1.96 -1.96 -3.99 0.44
H 1.89 -1.95 -5.50 0.51
H 1.72 -2.99 -4.09 0.57
H 3.04 -0.64 -3.97 0.57
H 1.99 -1.07 -2.59 -0.05
H 1.41 1.28 -4.26 0.56
H 0.49 0.57 -3.10 -0.20
H 0.40 -0.03 -6.11 0.39
H -1.03 0.09 -5.12 0.28
H 0.08 -2.27 -6.89 0.46
H -1.44 -2.69 -6.13 0.33
H 0.04 -3.66 -5.92 0.41
C 2.61 7.54 3.02 -1.28
C 3.45 6.61 2.07 -0.58
C 2.84 5.21 1.95 -0.31
C 3.70 4.42 0.82 -1.03
N 3.18 3.00 0.59 0.52
C 3.38 2.18 1.83 -0.46
C 4.21 0.98 1.37 -0.60
C 4.13 0.96 -0.11 0.40
C 3.99 2.38 -0.52 -0.68
C 1.73 3.03 0.20 -1.37
H 2.95 8.57 3.11 0.38
H 2.55 7.16 4.04 0.33
H 1.62 7.56 2.57 0.34
H 4.48 6.54 2.42 0.39
H 3.50 7.10 1.10 0.35
H 1.84 5.44 1.58 0.30
H 2.79 4.74 2.93 0.36
H 4.76 4.37 1.09 0.50
H 3.50 4.74 -0.20 0.47
H 2.37 1.91 2.13 0.15
H 3.76 2.73 2.70 0.42
H 3.79 0.12 1.90 0.24
H 5.24 1.13 1.69 0.33
H 3.23 0.50 -0.53 -0.57
H 5.01 0.65 -0.68 0.53
H 3.43 2.50 -1.45 0.34
H 4.94 2.93 -0.53 0.43
H 1.50 3.54 -0.74 0.30
H 1.15 3.29 1.08 0.44
H 1.49 1.99 -0.01 0.40
C -2.42 1.87 -0.42 -0.96
C -2.41 0.31 -0.84 1.67
N -3.57 -0.13 -1.57 0.42
C -4.78 -0.62 -1.01 -0.24
C -5.57 -0.89 -2.13 -0.73
N -4.89 -0.57 -3.29 0.08
C -3.69 -0.07 -2.95 -0.36
C -5.52 -0.65 -4.72 -0.76
H -1.49 2.07 0.12 0.05
H -3.14 2.08 0.37 0.33
H -2.47 2.50 -1.30 0.41
H -2.28 -0.27 0.07 -0.27
H -1.64 0.11 -1.58 -1.23
H -4.92 -0.63 0.06 0.53
H -6.52 -1.36 -2.31 0.48
H -3.08 0.58 -3.56 0.52
H -6.11 -1.56 -4.86 0.36
H -4.67 -0.66 -5.41 0.30
H -6.29 0.10 -4.89 0.37
Cl 0.67 -0.79 -0.26 -0.07
```